(1)
{"formula": "C36H49N9", "method": "ωB97M-V/def2-TZVPD", "elements": ["C", "C", "C", "C", "N", "H", "H", "H", "H", "H", "H", "H", "C", "C", "C", "C", "N", "H", "H", "H", "H", "H", "H", "H", "N", "C", "C", "C", "C", "H", "H", "H", "H", "H", "N", "C", "C", "C", "C", "H", "H", "H", "H", "H", "N", "C", "C", "C", "C", "H", "H", "H", "H", "H", "N", "C", "C", "C", "C", "H", "H", "H", "H", "H", "N", "C", "C", "C", "C", "H", "H", "H", "H", "H", "N", "C", "C", "C", "C", "H", "H", "H", "H", "H", "N", "C", "C", "C", "C", "H", "H", "H", "H", "H"], "positions_angstrom": [[20.26974, -30.43000, -8.15052], [19.62822, -29.34433, -8.97478], [18.86783, -29.87615, -10.20137], [19.56666, -30.23417, -11.39387], [20.16605, -30.50189, -12.31081], [19.43722, -30.87020, -7.60167], [20.91030, -29.90771, -7.43989], [20.89932, -31.20766, -8.58292], [20.47161, -28.72478, -9.27966], [18.88754, -28.74425, -8.44622], [18.43184, -29.06865, -10.78955], [18.06762, -30.59371, -10.02007], [26.51190, -25.62544, -10.88451], [27.27591, -26.97754, -11.02066], [26.31524, -28.14867, -10.77568], [25.43343, -28.42714, -11.93600], [24.78097, -28.55872, -12.87644], [27.23876, -24.82561, -11.02607], [26.08238, -25.62352, -9.88270], [25.77314, -25.55775, -11.68310], [28.08251, -27.00886, -10.28820], [27.67599, -27.13112, -12.02288], [25.75656, -28.04696, -9.84529], [26.89894, -29.06364, -10.67454], [22.87594, -28.31495, -10.09937], [23.81447, -29.30541, -10.48485], [24.20768, -29.92500, -9.37291], [23.44732, -29.44784, -8.30432], [22.53143, -28.55554, -8.79367], [22.36784, -27.77299, -10.78363], [24.28584, -29.26963, -11.45589], [24.98973, -30.65875, -9.24478], [23.44233, -29.91965, -7.33284], [21.61824, -28.14036, -8.39352], [27.18064, -30.69768, -9.48231], [27.93691, -29.86905, -8.71630], [29.21867, -29.86126, -9.27106], [29.02796, -30.09737, -10.64548], [27.79472, -30.74903, -10.68195], [26.31550, -31.09895, -9.14972], [27.62468, -29.56335, -7.72865], [30.14310, -29.59104, -8.78238], [29.70732, -29.76721, -11.41740], [27.35595, -31.36407, -11.45371], [21.20414, -31.58800, -4.38172], [21.01607, -30.31510, -4.81168], [21.46781, -30.14399, -6.13210], [21.79936, -31.44983, -6.58359], [21.58114, -32.29996, -5.47889], [21.03130, -31.95186, -3.45553], [20.79319, -29.58126, -4.05128], [21.66170, -29.21359, -6.64509], [21.99835, -31.73453, -7.60621], [21.71268, -33.36778, -5.38467], [22.84007, -31.78848, -9.96095], [23.42104, -32.99061, -10.10668], [23.48445, -33.35819, -11.51000], [22.84940, -32.32179, -12.16896], [22.48446, -31.33951, -11.24758], [22.71956, -31.31831, -9.07522], [23.78286, -33.54615, -9.25412], [23.92373, -34.24349, -11.94554], [22.60600, -32.27443, -13.22010], [22.02002, -30.36480, -11.27285], [25.05022, -27.97934, -8.05719], [25.69144, -27.88362, -6.78941], [25.99585, -26.59090, -6.62843], [25.45890, -25.74957, -7.57846], [24.88637, -26.66496, -8.42699], [24.71797, -28.82810, -8.49232], [26.02296, -28.79065, -6.30588], [26.70978, -26.20892, -5.91372], [25.37039, -24.67575, -7.65256], [24.36045, -26.48410, -9.35278], [23.65172, -32.09871, -6.20538], [24.66091, -31.29476, -5.75591], [25.53418, -31.27364, -6.85307], [25.15050, -32.08962, -7.90266], [23.88034, -32.54971, -7.54108], [22.84700, -32.44987, -5.70615], [24.52211, -30.86911, -4.77309], [26.42715, -30.69150, -7.02665], [25.73182, -32.13414, -8.81178], [23.07639, -33.04576, -8.06452], [22.62030, -26.14461, -11.20678], [21.54948, -26.57579, -10.52871], [21.38663, -25.78431, -9.40336], [22.73385, -25.21518, -9.22350], [23.46168, -25.47387, -10.37249], [22.65363, -26.02196, -12.20875], [20.82351, -27.01014, -11.20005], [20.52391, -25.57035, -8.78989], [23.13030, -24.72495, -8.34663], [24.46501, -25.18756, -10.65134]], "mulliken_charge": [-0.98, -0.05, -0.97, 0.28, -0.50, 0.59, -0.58, 0.95, 0.10, 0.44, 0.41, 0.41, -1.06, -1.01, 1.84, -0.19, -0.88, 0.52, 0.05, 0.28, 0.42, 0.51, -0.10, -1.30, 1.78, -2.88, 0.80, -0.57, -2.66, 0.25, 1.16, -2.78, 0.76, 2.27, 0.29, 0.30, -1.25, -0.59, -0.49, 0.42, 0.41, 0.41, 0.50, 0.51, 0.05, -1.25, 0.09, 0.81, -1.24, 0.22, 0.40, 0.81, 1.25, 0.52, 0.91, 0.07, -1.25, -1.36, -0.28, -1.27, 0.37, 0.46, 0.45, 0.71, 1.53, -0.73, -1.76, -0.48, -0.14, 1.46, 0.55, 0.35, 0.65, -0.06, -0.31, -1.39, -1.67, 0.33, -2.20, 0.32, 0.41, 1.49, 1.86, 1.42, -0.07, -0.33, -0.84, -0.52, -1.32, 0.32, 0.77, 0.50, 0.52, 1.09], "homo_lumo_gap_ev": 7.34, "multiplicity": 1, "max_force_ev_per_a": 8.1, "de_lowest_kcal_mol": 518.0, "energy_ev": -51512.96015, "homo_energy_ev": -7.1}

***

(2)
{"formula": "C3H4OS2", "method": "ωB97M-V/def2-TZVPD", "elements": ["C", "C", "C", "H", "H", "H", "H", "O", "S", "S"], "positions_angstrom": [[0.84193, 0.32476, 0.05823], [-0.27789, -0.61430, 0.17201], [-1.52191, -0.13259, -0.44272], [3.20022, 0.63500, 0.55920], [-0.10358, -1.63269, 0.28620], [-2.19756, -0.94866, -0.86894], [-1.57057, 0.81426, -0.98038], [-1.35210, -0.01656, 0.95965], [2.39935, -0.38545, 0.11698], [0.58211, 1.95624, 0.13976]], "mulliken_charge": [0.15, -0.09, -0.38, 0.17, 0.47, 0.23, 0.24, -0.35, -0.23, -0.21], "homo_lumo_gap_ev": 8.18, "smiles": "S=C(S)[C@@H]1CO1", "multiplicity": 1, "max_force_ev_per_a": 2.9, "de_lowest_kcal_mol": 55.6, "energy_ev": -26891.47940, "homo_energy_ev": -8.8}

***

(3)
{"formula": "C13H10FN3O", "method": "ωB97M-V/def2-TZVPD", "elements": ["C", "C", "C", "N", "C", "C", "C", "F", "C", "C", "C", "N", "C", "N", "C", "C", "C", "O", "H", "H", "H", "H", "H", "H", "H", "H", "H", "H"], "positions_angstrom": [[1.52917, -0.48493, 4.00127], [1.42244, -0.12382, 2.82129], [1.24123, -0.05656, 1.28344], [2.39904, -0.07938, 0.54162], [2.04168, -0.04665, -0.81100], [3.19441, -0.03744, -1.81033], [2.99368, -0.00474, -3.26195], [4.05519, 0.01272, -4.15474], [1.59671, 0.02424, -3.82929], [0.44974, 0.02804, -2.88312], [0.66400, -0.00053, -1.38125], [-0.47231, 0.03907, -0.56344], [-0.17866, 0.01129, 0.77698], [-1.25104, 0.02735, 1.75239], [-1.71499, 1.40498, 2.06986], [-2.34690, -0.87761, 1.39114], [-3.38189, -0.65154, 0.22769], [-2.45191, -1.90481, 2.05314], [1.37755, -0.89481, 5.02910], [4.25061, -0.04994, -1.43005], [1.48878, 0.07619, -4.93918], [-0.57781, 0.07568, -3.34176], [-2.78656, 1.61368, 1.79401], [-1.62072, 1.58822, 3.18714], [-1.01625, 2.16050, 1.59192], [-3.05434, 0.19520, -0.44893], [-3.46819, -1.61584, -0.35362], [-4.38267, -0.42857, 0.68766]], "mulliken_charge": [0.00, -0.77, 0.63, -0.60, 0.68, -0.40, 0.22, -0.29, -0.46, -0.54, 0.10, -0.36, -0.02, 0.33, -0.77, 0.50, -0.96, -0.55, 0.36, 0.36, 0.36, 0.35, 0.32, 0.27, 0.31, 0.30, 0.30, 0.34], "homo_lumo_gap_ev": 7.96, "smiles": "C#Cc1nc2cc(F)ccc2nc1N(C)C(C)=O", "multiplicity": 1, "max_force_ev_per_a": 4.8, "energy_ev": -22873.22914, "homo_energy_ev": -9.1}

***

(4)
{"formula": "C2H2N5O2", "method": "ωB97M-V/def2-TZVPD", "elements": ["C", "C", "N", "N", "N", "N", "N", "O", "O", "H", "H"], "positions_angstrom": [[-0.32407, 1.85900, -0.11327], [0.17604, -1.38929, -0.39708], [0.70593, 1.27334, -0.23708], [1.86831, 0.87170, 0.33611], [1.97526, -0.31099, 0.70800], [1.08469, -1.26532, 0.55636], [-1.42501, 2.41397, -0.14253], [-0.77701, -2.37783, 0.02323], [0.11668, -0.97075, -1.53615], [-2.30297, 1.95349, -0.06720], [-1.09784, -2.05732, 0.86963]], "mulliken_charge": [0.43, 0.61, 0.22, -0.51, -0.23, -0.24, -0.71, -0.53, -0.59, 0.23, 0.31], "homo_lumo_gap_ev": 8.04, "charge": -1, "multiplicity": 1, "max_force_ev_per_a": 1.7, "de_lowest_kcal_mol": 0.0, "energy_ev": -13649.86668, "homo_energy_ev": -4.2}

***

Q: Which value of multiplicity does entry 3 give?
A: 1

***

Q: multiplicity of number 2 (C3H4OS2)?
A: 1

***

Q: Which value of multiplicity does entry 3 give?
A: 1